w | This record from OMol25 describes a 4-piece molecular cluster, H8O4 overall. The level of theory is the ωB97M-V functional and the def2-TZVPD basis.

Results
**2S+1**: 1
**Kohn-Sham gap**: 10.428 eV
**HOMO level**: -0.38295 Ha
**Total charge**: 0
**SMILES string**: O.O.O.O

Geometry (Å):
O1 -0.65521 2.23830 -0.79786
H1 -0.67554 2.60287 0.08696
H2 -0.12497 1.44533 -0.71857
O2 -1.93160 -1.06846 -0.85866
H3 -2.18684 -0.72050 -0.00426
H4 -1.02435 -0.78509 -0.97191
O3 0.66634 -0.48847 -1.08997
H5 0.85235 -0.38969 -0.15623
H6 1.42399 -0.95932 -1.43711
O4 1.14112 -0.45676 1.63866
H7 0.88662 -0.15312 2.51001
H8 1.62809 -1.26509 1.79894

***

x | This record from OMol25 describes a 4-piece molecular cluster, H8O4 overall. The level of theory is the ωB97M-V functional and the def2-TZVPD basis.

Results
**2S+1**: 1
**Kohn-Sham gap**: 11.532 eV
**HOMO level**: -0.41105 Ha
**Total charge**: 0
**SMILES string**: O.O.O.O

Geometry (Å):
H1 0.19593 1.14864 1.31238
H2 -1.09866 1.30952 0.45550
H3 4.15888 4.45549 0.16135
H4 3.56730 3.20866 -0.34521
H5 0.31766 -3.82320 -0.97415
H6 0.99551 -2.41537 -0.82645
H7 -3.68086 -1.57422 0.91751
H8 -4.68882 -1.68427 -0.23338
O1 -0.44403 0.68145 0.83471
O2 4.37075 3.69010 -0.42855
O3 0.17673 -2.92582 -0.98910
O4 -3.87039 -2.07098 0.11540

***

Most stable: w

***

w | This record from OMol25 describes one molecule with the formula C11H14O. The level of theory is the ωB97M-V functional and the def2-TZVPD basis.

Results
**2S+1**: 1
**Kohn-Sham gap**: 7.553 eV
**HOMO level**: -0.28425 Ha
**Total charge**: 0
**SMILES string**: C=c1cccc/c1=C(/C)[C@@H](C)O

Geometry (Å):
C1 2.83697 -0.98842 0.31653
C2 1.98204 -1.77756 -0.52746
C3 2.64990 0.35625 0.56302
C4 0.79154 -1.21596 -0.92706
C5 1.63687 0.98434 -0.26331
C6 0.46277 0.07556 -0.53501
C7 1.61759 2.28651 -0.65803
C8 -0.84199 0.40291 -0.26454
C9 -1.08115 1.66472 0.59472
C10 -2.23941 -1.43641 0.86897
C11 -2.03370 -0.62369 -0.41446
O1 -3.25169 -0.00364 -0.73526
H1 3.57426 -1.50430 1.11792
H2 2.02920 -2.83096 -0.67149
H3 3.39424 0.98540 1.18601
H4 0.12124 -1.97233 -1.42194
H5 0.90168 2.64807 -1.38726
H6 2.43086 2.98992 -0.18408
H7 -1.63298 2.36448 0.04888
H8 -1.67081 1.32114 1.51092
H9 -0.08121 1.99891 0.77315
H10 -3.11529 -2.21746 0.76616
H11 -1.19880 -1.92978 0.99277
H12 -2.52156 -0.84117 1.77162
H13 -1.73847 -1.41757 -1.10425
H14 -3.02209 0.68102 -1.41653

***

x | This record from OMol25 describes one molecule with the formula C11H14O. The level of theory is the ωB97M-V functional and the def2-TZVPD basis.

Results
**2S+1**: 1
**Kohn-Sham gap (alpha / beta)**: 7.440 / 6.257 eV
**HOMO level (alpha / beta)**: -0.24661 / -0.23110 Ha
**Total charge**: 0

Geometry (Å):
C1 0.02980 1.13701 3.50506
C2 1.14586 0.36102 3.27138
C3 -0.73806 1.58838 2.40568
C4 1.53596 -0.09222 1.95021
C5 -0.44516 1.23485 1.10998
C6 0.66837 0.32535 0.93303
C7 0.92925 -0.18998 -0.34398
C8 0.28205 0.17262 -1.65791
C9 -0.85404 -0.88636 -1.83583
C10 1.23891 0.11668 -2.88336
C11 -2.14226 -0.98827 -1.11702
O1 -0.66032 -1.99325 -2.52021
H1 -0.28601 1.43014 4.47431
H2 1.67392 -0.05917 4.06008
H3 -1.49810 2.30767 2.68941
H4 2.36877 -0.81009 1.91725
H5 -0.62193 1.73750 0.15937
H6 1.79176 -0.80095 -0.40158
H7 -0.04961 1.20544 -1.60145
H8 0.71915 0.15619 -3.76773
H9 1.71372 -0.81431 -2.73112
H10 2.00328 0.88385 -2.77682
H11 -3.05088 -0.82733 -1.65205
H12 -2.14127 -0.49099 -0.11677
H13 -2.25423 -2.07762 -0.81937
H14 -1.35894 -2.62614 -2.25058

***

Most stable: w

***

w | This record from OMol25 describes a 10-piece molecular cluster, C10H40N20O10 overall. The level of theory is the ωB97M-V functional and the def2-TZVPD basis.

Results
**2S+1**: 1
**Kohn-Sham gap**: 7.934 eV
**HOMO level**: -0.32311 Ha
**Total charge**: 0
**SMILES string**: NC(N)=O.NC(N)=O.NC(N)=O.NC(N)=O.NC(N)=O.NC(N)=O.NC(N)=O.NC(N)=O.NC(N)=O.NC(N)=O

Geometry (Å):
C1 0.74648 -1.62359 4.30766
O1 1.61908 -0.92981 4.71521
N1 0.86875 -2.43094 3.27576
N2 -0.46590 -1.79181 4.75713
H1 0.11264 -3.09154 3.16622
H2 1.72866 -2.40199 2.74679
H3 -0.69123 -1.31344 5.61765
H4 -1.03075 -2.35535 4.13788
C2 -3.06388 3.54416 -0.52261
O2 -2.39716 2.50622 -0.72767
N3 -3.18607 4.57207 -1.31910
N4 -3.70975 3.70105 0.54877
H5 -3.55012 5.38332 -0.84009
H6 -3.18199 4.38118 -2.31089
H7 -4.56640 4.23370 0.49830
H8 -3.60355 2.85951 1.09707
C3 -2.02148 0.63196 -4.27785
O3 -0.99725 0.02168 -4.27621
N5 -2.96255 0.44670 -5.12191
N6 -2.38755 1.51085 -3.34088
H9 -3.92422 0.75504 -5.13685
H10 -2.93961 -0.49297 -5.49152
H11 -3.34221 1.83570 -3.39751
H12 -1.61521 1.94687 -2.85771
C4 -4.52055 -0.17311 0.70759
O4 -3.67095 0.57917 1.15179
N7 -5.76150 -0.02089 0.70157
N8 -4.35568 -1.39125 0.35281
H13 -6.16388 0.89107 0.86444
H14 -6.26681 -0.80109 0.30654
H15 -5.10188 -2.03649 0.13615
H16 -3.45478 -1.82700 0.48919
C5 5.52096 -1.61532 0.00599
O5 6.42218 -2.11850 0.62362
N9 4.30712 -1.69911 0.50038
N10 5.65409 -0.89610 -1.09428
H17 4.30160 -1.95017 1.47866
H18 3.59697 -1.11655 0.08035
H19 6.58536 -0.69331 -1.42851
H20 4.77677 -0.64839 -1.52910
C6 0.46459 -0.17583 0.53855
O6 1.52165 -0.75580 0.46026
N11 -0.53208 -0.38458 1.36487
N12 0.04743 0.76829 -0.25497
H21 -0.13978 -0.87306 2.15708
H22 -1.23403 0.34038 1.32233
H23 0.62271 0.89005 -1.07614
H24 -0.83822 1.23702 -0.12844
C7 -2.85619 0.78800 4.25319
O7 -2.61587 0.94481 5.47164
N13 -2.26367 1.38680 3.27252
N14 -3.51022 -0.27446 3.93526
H25 -2.68596 1.28784 2.36039
H26 -1.50925 2.04888 3.38483
H27 -4.00723 -0.59760 4.75298
H28 -3.93869 -0.25741 3.02080
C8 4.43116 3.64081 -1.37765
O8 4.65648 4.57828 -0.70838
N15 3.43875 2.78623 -1.19176
N16 4.99201 3.46855 -2.52396
H29 3.33768 1.92487 -1.70938
H30 2.64170 3.13338 -0.67765
H31 4.80563 2.56491 -2.93482
H32 5.66970 4.15535 -2.82251
C9 2.31224 -0.07037 -2.89378
O9 3.40587 0.15077 -2.57114
N17 1.59406 -1.01565 -2.40761
N18 1.53291 0.72760 -3.59577
H33 0.70852 -1.31524 -2.78992
H34 1.91108 -1.57325 -1.62744
H35 0.54080 0.57951 -3.71366
H36 1.83175 1.65478 -3.86248
C10 2.20625 -5.26305 0.24053
O10 1.70487 -6.23209 -0.29957
N19 2.85123 -5.17303 1.37846
N20 1.92426 -4.01364 -0.13466
H37 2.98966 -4.23057 1.71420
H38 2.79532 -5.99750 1.95916
H39 1.33416 -3.98598 -0.95389
H40 2.55097 -3.24952 0.07375

***

x | This record from OMol25 describes a 10-piece molecular cluster, C10H40N20O10 overall. The level of theory is the ωB97M-V functional and the def2-TZVPD basis.

Results
**2S+1**: 1
**Kohn-Sham gap**: 9.529 eV
**HOMO level**: -0.34330 Ha
**Total charge**: 0
**SMILES string**: NC(N)=O.NC(N)=O.NC(N)=O.NC(N)=O.NC(N)=O.NC(N)=O.NC(N)=O.NC(N)=O.NC(N)=O.NC(N)=O

Geometry (Å):
C1 3.48988 -5.57839 2.57636
O1 3.18328 -5.54018 1.39188
N1 2.82828 -4.90643 3.48326
N2 4.48441 -6.20602 3.15681
H1 3.03927 -5.18385 4.43122
H2 2.04258 -4.33446 3.20827
H3 4.92225 -6.89662 2.56396
H4 4.51515 -6.28996 4.16284
C2 7.28439 -0.96005 -4.36500
O2 6.85672 -0.47436 -3.38760
N3 7.24341 -0.42979 -5.50234
N4 8.00103 -2.09202 -4.44485
H5 7.77824 -0.81112 -6.26958
H6 6.84061 0.49565 -5.53988
H7 8.24926 -2.51982 -5.32545
H8 8.15647 -2.63208 -3.60563
C3 2.43353 0.82591 -9.49696
O3 3.29907 1.16039 -10.31200
N5 2.05781 -0.39214 -9.43316
N6 1.68921 1.61685 -8.80231
H9 2.37524 -1.17167 -9.99144
H10 1.18491 -0.54734 -8.94940
H11 1.69692 2.57904 -9.10928
H12 1.36093 1.35307 -7.88430
C4 -4.23693 3.24538 8.09101
O4 -4.32572 4.46001 8.02427
N7 -3.38938 2.60450 7.48750
N8 -5.12763 2.41175 8.56215
H13 -3.34712 1.59961 7.57976
H14 -2.80321 3.11048 6.83906
H15 -4.94939 1.42297 8.45903
H16 -6.01034 2.78111 8.88542
C5 3.64337 6.82849 5.23085
O5 2.82750 5.99444 5.51955
N9 4.37887 7.49116 6.00832
N10 3.92218 7.25019 4.03180
H17 4.95234 8.26771 5.71133
H18 4.18633 7.53647 6.99876
H19 3.40474 6.91008 3.23389
H20 4.69894 7.85193 3.79803
C6 -2.53900 -8.58444 -6.13831
O6 -2.26455 -9.73104 -6.43180
N11 -3.72650 -8.16517 -6.22892
N12 -1.62001 -7.71565 -5.75912
H21 -4.25610 -8.73043 -6.87709
H22 -4.11636 -7.41639 -5.67445
H23 -1.70529 -6.71429 -5.65856
H24 -0.81280 -8.08275 -5.27565
C7 -8.25290 4.02475 0.67913
O7 -8.61265 2.92950 1.15760
N13 -9.02856 5.01409 0.52713
N14 -6.99301 4.27813 0.49914
H25 -8.92602 5.80425 -0.09354
H26 -9.93091 4.74763 0.89437
H27 -6.32710 3.52776 0.38249
H28 -6.79927 5.23676 0.24694
C8 -0.17061 0.50567 -0.42305
O8 -1.30842 0.86861 -0.75671
N15 0.51037 -0.16682 -1.28162
N16 0.48222 0.62948 0.69194
H29 1.18105 -0.70560 -0.75245
H30 -0.09839 -0.48406 -2.02248
H31 1.48069 0.52942 0.80655
H32 -0.15649 0.92321 1.41711
C9 -4.04821 -0.87311 -6.45560
O9 -3.03680 -1.49658 -6.11386
N17 -4.49519 0.14111 -5.74274
N18 -4.65080 -0.86866 -7.59536
H33 -5.39361 0.57607 -5.89689
H34 -4.09553 0.25757 -4.82252
H35 -5.62388 -0.60816 -7.52223
H36 -4.31821 -1.39203 -8.39259
C10 2.63385 -0.01532 10.21967
O10 3.82519 -0.18689 10.30109
N19 1.80732 0.12005 11.21799
N20 1.95088 0.13809 9.09426
H37 0.83282 0.03945 10.96508
H38 2.08652 -0.09609 12.16426
H39 1.06691 0.58920 9.28186
H40 2.61182 0.32170 8.35294

***

y | This record from OMol25 describes a 10-piece molecular cluster, C10H40N20O10 overall. The level of theory is the ωB97M-V functional and the def2-TZVPD basis.

Results
**2S+1**: 1
**Kohn-Sham gap**: 8.377 eV
**HOMO level**: -0.31598 Ha
**Total charge**: 0
**SMILES string**: NC(N)=O.NC(N)=O.NC(N)=O.NC(N)=O.NC(N)=O.NC(N)=O.NC(N)=O.NC(N)=O.NC(N)=O.NC(N)=O

Geometry (Å):
C1 -2.28187 -1.98379 18.01706
O1 -1.82985 -2.13539 19.13700
N1 -3.30819 -2.76747 17.55497
N2 -1.78388 -1.10169 17.08550
H1 -3.54119 -3.53430 18.16531
H2 -3.76374 -2.58138 16.68410
H3 -1.14605 -0.39309 17.39789
H4 -2.18601 -0.97533 16.17697
C2 -4.38456 -5.78682 19.52781
O2 -4.66027 -5.39109 18.39691
N3 -5.34759 -6.27290 20.39369
N4 -3.13564 -5.76768 20.05656
H5 -6.29771 -6.21840 20.05951
H6 -5.16010 -6.21361 21.37883
H7 -2.37860 -5.51690 19.43917
H8 -2.84686 -6.29701 20.86644
C3 -2.23553 -7.38943 24.55906
O3 -1.86360 -7.89776 23.50511
N5 -1.37660 -6.90145 25.48333
N6 -3.57071 -7.37346 24.90142
H9 -0.39686 -7.01649 25.24935
H10 -1.58026 -6.65167 26.43061
H11 -4.20628 -7.91763 24.34839
H12 -3.87691 -6.95988 25.76117
C4 -6.59993 -6.48082 15.18588
O4 -5.82012 -5.67884 14.66250
N7 -6.58248 -6.74818 16.53527
N8 -7.61349 -7.06958 14.45622
H13 -5.84353 -6.27633 17.04494
H14 -7.14726 -7.49682 16.87942
H15 -8.18658 -7.79860 14.83377
H16 -7.48625 -6.97979 13.46444
C5 -9.39592 -2.97299 18.98708
O5 -9.29418 -2.03529 18.20428
N9 -8.52080 -4.03047 19.04767
N10 -10.35187 -2.96846 19.98155
H17 -7.76278 -4.00447 18.39070
H18 -8.72674 -4.81027 19.66064
H19 -11.04109 -2.24194 19.95622
H20 -10.49603 -3.75172 20.58543
C6 0.74552 -6.29509 22.43580
O6 0.94055 -6.48202 23.63594
N11 -0.01803 -7.11146 21.65138
N12 1.25918 -5.19325 21.76088
H21 -0.66742 -7.71852 22.12430
H22 -0.10158 -7.02982 20.64976
H23 1.58778 -4.42028 22.30121
H24 1.32434 -5.24058 20.75317
C7 -4.76130 -9.95728 19.15496
O7 -4.71572 -11.17048 19.18521
N13 -5.88130 -9.24250 18.72586
N14 -3.80860 -9.13678 19.68575
H25 -6.09153 -8.43562 19.29409
H26 -6.64909 -9.69178 18.26565
H27 -3.13693 -9.51327 20.32893
H28 -3.91083 -8.13738 19.60385
C8 -9.55722 -7.09592 20.25296
O8 -8.57944 -6.45059 20.65434
N15 -10.84452 -6.68781 20.46862
N16 -9.38135 -8.22375 19.49988
H29 -11.55581 -7.22686 20.01369
H30 -10.97301 -6.04813 21.22759
H31 -8.41299 -8.40750 19.31529
H32 -10.11758 -8.69014 19.00691
C9 1.12884 -4.83113 17.82726
O9 0.87116 -5.54111 18.79424
N17 2.37192 -4.53867 17.33343
N18 0.08603 -4.23870 17.15253
H33 3.18987 -5.02573 17.64428
H34 2.47488 -3.86984 16.59630
H35 -0.84220 -4.50788 17.42426
H36 0.25440 -3.60555 16.39476
C10 -2.09688 -7.26918 16.89540
O10 -1.57218 -7.18900 17.99944
N19 -1.46124 -6.81358 15.76694
N20 -3.34868 -7.78569 16.65466
H37 -1.88769 -6.80684 14.85949
H38 -0.62230 -6.26984 15.85978
H39 -3.62185 -8.06217 15.73336
H40 -3.74501 -8.18700 17.48598

***

Most stable: y

***

w | This record from OMol25 describes a 2-piece molecular cluster, C2H2Br2O overall. The level of theory is the ωB97M-V functional and the def2-TZVPD basis.

Results
**2S+1**: 1
**Kohn-Sham gap**: 8.898 eV
**HOMO level**: -0.33875 Ha
**Total charge**: 0
**SMILES string**: O=C=CBr.Br

Geometry (Å):
C1 -0.45119 0.17499 0.74884
C2 -1.19891 0.10180 -0.37509
O1 -0.09007 0.02739 1.85343
Br1 2.32194 0.70271 0.11342
Br2 -0.08844 -0.15380 -1.92288
H1 1.62192 -0.32612 -0.12818
H2 -2.11526 -0.52697 -0.28953

***

x | This record from OMol25 describes a 2-piece molecular cluster, C2H2Br2O overall. The level of theory is the ωB97M-V functional and the def2-TZVPD basis.

Results
**2S+1**: 1
**Kohn-Sham gap (alpha / beta)**: 5.921 / 8.332 eV
**HOMO level (alpha / beta)**: -0.34684 / -0.38248 Ha
**Total charge**: 0

Geometry (Å):
C1 -0.24444 0.17427 0.80944
C2 -0.24148 -0.63586 -0.36695
O1 -1.18091 0.93809 1.03973
Br1 1.50793 1.96309 -1.37608
Br2 0.82388 -1.99706 -0.75163
H1 0.34786 0.00361 1.66771
H2 -1.01284 -0.44615 -1.02222

***

Most stable: w